No. 1
DFT (ωB97M-V/def2-TZVPD) results for a 2-piece molecular cluster, C2N4 overall at a distorted geometry.

XYZ file:
```
6
Properties=species:S:1:pos:R:3:nbo_charge:R:1
N 0.443 0.091 -1.504 -0.18
C -0.353 0.465 -0.766 0.18
C -1.098 1.136 0.207 0.17
N -1.656 1.729 1.009 -0.18
N 2.067 -1.764 0.649 0.01
N 1.045 -2.140 0.484 -0.01
```

ΔE to the lowest compared entry with this formula, charge and spin = 0.003 eV
frontier orbital gap = 12.711 eV
electronic energy = -295.22962 Eh
structure (SMILES) = N#CC#N.N#N


No. 2
DFT (ωB97M-V/def2-TZVPD) results for one molecule with the formula C2N4O at a distorted geometry.

XYZ file:
```
7
Properties=species:S:1:pos:R:3:nbo_charge:R:1
C -1.065 1.304 0.796 0.28
C 1.151 -1.269 -0.464 0.33
N -1.283 1.129 -0.495 -0.05
N 1.846 -2.174 -0.631 -0.23
N -0.590 1.053 1.814 -0.18
N 0.413 -0.267 -0.093 -0.12
O -0.471 0.224 -0.926 -0.02
```

ΔE to the lowest compared entry with this formula, charge and spin = 3.962 eV
frontier orbital gap (spin up / spin down) = 8.506 / 8.194 eV
electronic energy = -370.22121 Eh


No. 3
DFT (ωB97M-V/def2-TZVPD) results for a 2-piece molecular cluster, C2NO3 overall at a distorted geometry.

XYZ file:
```
6
Properties=species:S:1:pos:R:3:nbo_charge:R:1
C -1.522 -0.085 -0.006 1.07
C 1.698 0.145 0.009 0.68
N 0.554 0.435 0.057 -0.83
O -1.347 -1.240 0.003 -0.59
O 2.868 -0.096 -0.036 -0.72
O -2.251 0.840 -0.027 -0.61
```

charge = -1
ΔE to the lowest compared entry with this formula, charge and spin = 0.095 eV
frontier orbital gap = 8.362 eV
electronic energy = -356.78615 Eh